Record 1
60
Properties=species:S:1:pos:R:3:mulliken_charge:R:1 method="wB97M-V/def2-TZVPD" gap_ev=6.36 lumo_ev=-2.26 max_force_ev_per_a=5.2 e_tot_ha=-4441.788957 total_charge=0
H 3.39 -2.51 2.69 0.30
H 5.09 -2.36 -0.07 0.35
H 0.57 1.93 -3.50 0.22
H 5.62 -1.17 -4.91 0.25
H 0.28 0.53 -2.45 0.27
H -6.23 -3.32 2.31 0.28
C -4.95 -1.35 2.07 0.49
C -1.53 2.90 -1.26 -1.00
C 4.87 -0.91 -4.15 0.06
H -1.92 3.48 -2.10 0.36
O -7.97 1.27 3.00 -0.61
H -1.69 2.60 2.02 0.38
N 4.26 0.29 -4.39 0.20
C -5.20 -2.84 2.41 -0.51
C 4.51 -1.44 -0.12 -1.06
H -4.20 -4.85 3.13 0.33
N -0.23 2.37 -1.62 0.21
O 3.69 0.23 2.97 -0.61
H 3.69 0.85 -2.47 0.24
C 4.17 -0.05 1.88 0.10
H 5.16 -0.62 -0.42 0.29
H 2.43 0.03 -3.42 0.22
C -4.02 -3.74 2.89 -0.58
C -0.90 -0.93 2.80 0.62
O -4.10 1.67 1.24 -0.61
C -1.85 1.47 2.16 -0.46
H -1.10 1.34 -3.23 0.41
C 3.25 0.76 -3.46 -0.86
H 3.72 -1.54 -0.87 0.41
C -3.30 0.88 1.80 0.45
Br 0.96 1.61 2.92 -0.06
C -6.24 -0.48 1.62 -0.85
C 4.60 1.10 -5.54 -0.93
H -1.46 3.54 -0.38 0.32
C 3.00 -2.16 1.73 -0.70
C -3.57 -0.64 2.15 0.56
H -7.13 -1.17 1.44 0.46
C -2.62 -3.05 3.01 -0.54
C 0.90 2.67 -0.92 -0.01
H -5.57 1.50 3.30 0.19
C -0.77 0.66 2.60 0.05
H 2.89 -3.01 1.05 0.37
H -2.20 2.07 -1.05 0.31
O 4.63 -1.65 -3.21 -0.53
S -6.63 0.60 3.11 0.91
C -0.12 1.49 -2.77 -0.87
H 3.70 1.25 -6.15 0.32
O 0.12 -1.62 3.06 -0.58
O 2.02 2.26 -1.16 -0.54
H 2.02 -1.70 1.89 0.08
C -2.37 -1.55 2.64 -0.08
H 4.96 2.07 -5.19 0.32
H 4.87 0.63 1.37 0.30
H 0.71 3.34 -0.06 0.34
O -6.54 -0.36 4.30 -0.59
H 5.37 0.63 -6.14 0.31
H -1.76 -3.72 3.37 0.35
H -6.01 0.15 0.68 0.34
N 3.90 -1.18 1.17 0.23
H 2.85 1.72 -3.78 0.39

Record 2
52
Properties=species:S:1:pos:R:3:mulliken_charge:R:1 method="wB97M-V/def2-TZVPD" gap_ev=6.84 lumo_ev=-4.57 max_force_ev_per_a=3.5 e_tot_ha=-1322.583086 total_charge=+1
H -1.92 2.10 1.02 0.34
H -5.25 0.14 1.69 0.32
H 2.52 -1.62 -0.50 0.24
F -1.27 3.14 -2.63 -0.34
H 0.07 -4.54 -1.98 0.39
C -2.00 -1.48 -0.06 0.72
H -0.87 -2.33 1.76 0.21
C -2.73 1.63 0.41 -0.50
H -0.59 4.20 0.08 0.43
H -1.03 -0.10 2.72 0.21
C -1.05 -2.39 0.66 -0.22
Si -2.89 -0.18 1.00 -0.06
H 3.11 2.59 1.50 0.27
C -2.65 1.84 -1.15 -1.03
H 4.84 -2.35 -0.47 0.31
C 1.34 3.49 0.92 -0.47
H 4.31 0.95 -0.31 0.29
F -0.94 0.94 -2.67 -0.30
H -2.43 -1.15 3.34 0.33
C -1.24 2.00 -1.79 1.16
C -4.73 -0.71 1.16 -1.04
H -5.14 -0.88 0.13 0.33
C 2.21 1.38 0.04 -0.23
H -2.85 -1.09 -2.10 0.28
C 3.82 -0.05 1.57 -1.24
C -2.16 -0.22 2.79 -1.05
C 3.25 -0.87 -0.90 -0.43
C 4.71 -1.47 -1.16 -1.20
C 0.17 3.37 0.05 -0.40
N 2.30 2.49 0.88 0.10
H -2.52 0.73 3.30 0.32
H 4.59 -0.86 1.50 0.39
C -0.47 -3.70 -1.48 -0.53
H -3.18 1.01 -1.68 0.26
H 0.98 0.29 -1.50 0.44
C 3.42 0.37 0.10 0.37
C -1.41 -2.80 -2.20 -0.61
C -0.32 -3.48 -0.04 -0.52
H -1.54 -2.96 -3.30 0.34
H 2.97 -0.44 2.18 0.27
H 4.34 0.83 2.06 0.37
H 0.34 -4.15 0.58 0.36
H 2.90 -0.42 -1.87 0.38
H 1.44 4.37 1.60 0.39
H 4.81 -1.78 -2.24 0.37
C -2.15 -1.71 -1.50 -0.16
C -0.03 2.20 -0.84 -0.29
H -4.74 -1.66 1.75 0.30
H 5.53 -0.73 -0.95 0.30
H -3.69 2.14 0.74 0.42
C 1.05 1.18 -0.83 0.01
H -3.24 2.78 -1.40 0.40